Density functional theory data (wB97M-V/def2-TZVPD) for 2 unconnected molecules or ions with the total composition C49H52F3N3O5S2 in a non-equilibrium geometry.

```
114
Properties=species:S:1:pos:R:3:forces:R:3
C -3.540 -1.573 -3.994 -0.016 0.172 -0.073
C -3.556 -2.441 -2.742 0.280 0.268 0.259
C -4.183 -3.812 -2.996 -0.069 -0.065 0.158
C -4.247 -1.733 -1.573 0.283 -0.014 -0.400
C -5.631 -1.585 -1.634 -0.236 0.155 0.283
C -6.349 -1.130 -0.529 0.211 -0.025 -0.206
C -5.675 -0.831 0.654 -0.038 0.065 -0.225
C -4.284 -0.926 0.731 0.472 0.020 0.143
C -3.584 -0.743 2.080 0.051 -0.220 -0.097
C -4.457 -1.178 3.265 0.012 -0.117 -0.111
C -3.094 0.683 2.301 0.089 0.294 -0.091
C -3.557 -1.296 -0.430 -0.695 -0.610 0.091
N -2.134 -1.529 -0.370 1.069 -0.826 0.035
N -1.745 -2.829 -0.390 1.542 0.248 2.216
N -0.403 -2.804 -0.174 -2.625 1.554 -0.448
C 0.199 -4.029 0.301 -0.172 -1.254 -0.004
C 0.299 -5.109 -0.596 0.325 0.214 -0.325
C -0.272 -5.070 -2.013 -0.056 0.291 0.140
C -1.152 -6.293 -2.293 -0.047 -0.014 0.174
C 0.851 -4.961 -3.045 0.124 0.071 0.025
C 0.986 -6.254 -0.194 -0.062 -0.078 0.331
C 1.486 -6.373 1.100 0.097 0.194 -0.218
C 1.267 -5.347 2.017 -0.110 -0.292 -0.116
C 0.541 -4.209 1.663 0.047 0.561 -0.204
C 0.116 -3.237 2.760 0.010 0.131 -0.193
C 1.242 -2.277 3.139 0.142 0.222 -0.086
C -0.373 -3.978 4.014 -0.116 -0.085 -0.096
C 0.072 -1.495 -0.211 0.929 -2.245 0.370
C 1.481 -1.167 -0.253 1.439 0.054 -0.153
C 1.915 0.173 -0.094 -0.329 -0.324 -0.288
C 3.238 0.551 -0.300 -0.065 -0.416 0.098
C 4.193 -0.435 -0.541 0.198 -0.015 -0.241
C 5.647 -0.064 -0.649 0.480 0.136 -0.125
F 6.433 -1.146 -0.935 -0.475 0.943 0.248
F 5.877 0.866 -1.628 -0.080 -0.675 0.936
F 6.101 0.461 0.536 -0.182 -0.304 -1.067
C 3.819 -1.766 -0.675 -0.403 0.023 0.208
C 2.486 -2.133 -0.544 -0.521 0.281 0.002
C -1.023 -0.652 -0.360 -1.658 2.123 -0.859
C -1.071 0.731 -0.589 -0.356 -1.429 0.203
H -3.035 -0.623 -3.786 -0.117 -0.097 -0.095
H -2.998 -2.079 -4.800 -0.128 0.071 0.065
H -4.561 -1.358 -4.335 0.188 -0.010 -0.013
H -2.518 -2.619 -2.451 -0.173 0.064 -0.184
H -4.136 -4.419 -2.083 -0.067 0.062 -0.189
H -5.237 -3.714 -3.292 0.271 -0.132 0.000
H -3.637 -4.343 -3.786 -0.147 0.130 0.092
H -6.148 -1.854 -2.561 0.120 0.040 0.421
H -7.436 -1.058 -0.578 0.290 0.041 0.023
H -6.250 -0.540 1.536 0.259 -0.137 -0.333
H -2.702 -1.401 2.064 -0.154 0.109 -0.006
H -4.872 -2.179 3.102 0.001 0.159 0.063
H -3.857 -1.205 4.183 -0.105 0.064 -0.194
H -5.285 -0.474 3.425 0.178 -0.177 0.031
H -2.419 1.004 1.500 -0.106 -0.011 0.276
H -3.947 1.374 2.339 0.134 -0.091 -0.003
H -2.558 0.748 3.256 -0.070 0.038 -0.173
H -0.910 -4.180 -2.068 0.175 -0.262 -0.224
H -1.955 -6.367 -1.550 0.119 -0.035 -0.150
H -1.608 -6.223 -3.288 0.131 0.008 0.183
H -0.558 -7.216 -2.250 -0.198 0.155 -0.074
H 1.474 -4.079 -2.849 -0.070 -0.163 -0.116
H 1.493 -5.853 -2.996 -0.102 0.220 -0.081
H 0.443 -4.879 -4.060 0.088 -0.030 0.185
H 1.119 -7.066 -0.912 -0.056 0.198 0.290
H 2.022 -7.275 1.397 -0.083 0.275 -0.061
H 1.634 -5.451 3.041 -0.259 0.005 -0.359
H -0.728 -2.651 2.366 0.178 -0.080 0.051
H 1.626 -1.747 2.259 -0.040 -0.086 0.273
H 0.876 -1.532 3.858 0.133 -0.147 -0.108
H 2.074 -2.830 3.599 -0.169 0.145 -0.097
H -1.097 -4.760 3.756 0.107 0.110 0.068
H 0.465 -4.446 4.547 -0.221 0.111 -0.079
H -0.861 -3.277 4.702 0.139 -0.087 -0.125
H 1.159 0.905 0.179 0.231 -0.170 -0.170
H 3.525 1.603 -0.299 -0.015 -0.284 0.173
H 4.562 -2.521 -0.899 -0.058 0.064 0.066
H 2.213 -3.179 -0.685 0.137 0.331 0.019
H -0.245 1.125 -1.169 -0.257 0.178 0.345
H -2.048 1.206 -0.580 0.223 0.007 -0.441
C 1.409 5.747 5.638 0.427 -0.429 -0.454
O 2.132 4.766 4.858 -0.640 0.109 0.295
C 1.647 4.441 3.633 0.177 0.383 -0.723
C 0.705 5.232 2.938 0.499 -0.410 0.806
C 0.405 4.925 1.631 -0.004 -0.751 -0.771
C 1.031 3.846 0.958 -0.740 0.351 1.537
C 0.953 3.736 -0.491 0.932 1.663 -1.079
C 1.348 4.818 -1.234 -0.090 -0.759 0.732
S 1.604 4.810 -2.999 0.018 -0.015 -0.215
O 2.457 3.685 -3.312 -0.548 0.555 -0.053
O 0.340 4.998 -3.675 0.730 -0.157 0.186
C 2.576 6.338 -3.128 -0.113 0.102 0.035
C 2.733 7.044 -1.951 -0.125 -0.398 0.214
C 3.450 8.239 -1.899 -0.093 0.028 -0.052
C 3.977 8.763 -3.081 -0.155 -0.397 0.198
C 3.820 8.058 -4.283 -0.111 -0.214 0.210
C 3.131 6.843 -4.311 -0.111 -0.148 0.064
S 2.038 6.292 -0.469 0.418 0.530 -0.259
O 0.998 7.173 0.019 0.646 -0.342 -0.224
O 3.163 5.925 0.361 -0.687 0.212 -0.132
C 1.845 2.988 1.722 0.205 0.257 -0.728
C 2.218 3.309 3.005 -0.435 0.604 0.795
H 1.807 5.622 6.644 -0.149 0.152 -0.065
H 1.617 6.760 5.269 -0.085 -0.221 0.080
H 0.328 5.549 5.620 0.282 0.018 0.031
H 0.264 6.117 3.395 0.059 -0.318 -0.084
H -0.336 5.518 1.102 0.285 -0.052 0.067
H 0.698 2.800 -0.971 0.076 0.016 -0.131
H 3.583 8.738 -0.939 -0.038 -0.055 -0.284
H 4.527 9.705 -3.054 -0.163 -0.295 -0.051
H 4.258 8.456 -5.199 -0.175 -0.157 0.232
H 3.022 6.277 -5.234 0.035 0.177 0.131
H 2.286 2.119 1.249 0.007 0.291 0.230
H 2.967 2.736 3.555 -0.330 0.072 -0.183
```
Positions in Å, forces in eV/Å.

Summary:
* total charge: 0
* HOMO level: -6.398 eV
* spin multiplicity: 1

Density functional theory data (wB97M-V/def2-TZVPD) for a molecular structure, C49H52KN15O4S.

```
122
Properties=species:S:1:pos:R:3:forces:R:3
K -0.053 0.223 0.064 -0.318 0.030 -0.108
N -2.186 -0.271 -3.511 -0.003 0.017 -0.039
C -2.790 0.689 -2.706 -0.018 0.098 0.006
N -3.887 1.324 -3.136 0.044 -0.041 0.005
N -4.180 2.172 -2.141 0.071 0.011 0.085
N -3.313 2.038 -1.182 -0.111 -0.011 0.007
N -2.406 1.091 -1.502 -0.030 -0.100 -0.054
C -0.949 -0.879 -3.308 -0.036 0.017 0.048
N -0.239 -1.332 -4.342 -0.001 -0.014 -0.006
N 0.815 -1.941 -3.764 0.018 0.051 0.099
N 0.731 -1.833 -2.471 -0.088 -0.072 -0.135
N -0.400 -1.173 -2.139 0.109 0.025 -0.380
H -2.401 -0.146 -4.486 -0.002 -0.010 -0.014
C -0.540 1.220 4.233 0.002 -0.015 -0.016
C -1.738 0.353 3.960 -0.015 -0.070 0.002
C -2.170 -0.607 4.869 0.033 0.080 -0.015
C -3.249 -1.426 4.578 -0.036 0.000 -0.003
C -3.892 -1.299 3.356 -0.025 0.033 -0.006
C -3.482 -0.366 2.408 -0.030 0.024 0.016
C -4.121 -0.320 1.052 0.060 0.020 -0.056
C -2.416 0.480 2.739 0.093 -0.053 0.026
N -1.858 1.393 1.824 -0.076 0.019 0.066
C -2.388 2.502 1.530 0.011 0.006 -0.072
C -3.718 2.983 2.043 -0.017 0.015 -0.021
C -1.583 3.463 0.674 0.019 -0.062 -0.050
C -2.189 4.810 0.392 -0.069 -0.010 -0.019
N -0.429 3.100 0.306 0.043 0.148 0.050
C 0.474 3.987 -0.323 -0.019 -0.122 0.013
C 1.461 4.562 0.490 0.040 0.037 -0.017
C 1.476 4.293 1.969 -0.018 0.004 -0.012
C 2.447 5.337 -0.112 -0.035 -0.010 0.031
C 2.464 5.534 -1.484 -0.007 0.003 -0.012
C 1.476 4.958 -2.270 -0.023 0.009 0.032
C 0.468 4.179 -1.710 0.012 -0.001 0.016
C -0.559 3.510 -2.574 -0.019 -0.006 0.000
H -0.089 0.966 5.193 -0.001 -0.008 -0.015
H -0.808 2.281 4.249 0.000 -0.012 0.004
H 0.211 1.103 3.444 -0.020 0.010 0.021
H -1.637 -0.718 5.807 0.002 -0.005 -0.008
H -3.567 -2.180 5.288 -0.003 0.005 -0.005
H -4.723 -1.953 3.108 0.001 0.010 0.008
H -5.028 -0.925 1.038 -0.016 -0.021 0.007
H -3.428 -0.724 0.307 -0.009 0.017 0.018
H -4.360 0.692 0.723 -0.007 -0.015 0.015
H -4.212 2.203 2.618 0.008 0.002 0.009
H -4.344 3.255 1.192 -0.012 -0.018 0.028
H -3.596 3.862 2.680 0.010 0.010 -0.034
H -3.141 4.667 -0.125 0.032 0.015 0.005
H -1.528 5.404 -0.236 0.008 -0.001 0.010
H -2.378 5.358 1.320 -0.008 -0.017 -0.014
H 1.755 3.254 2.177 -0.012 0.010 0.004
H 0.497 4.471 2.420 0.013 -0.001 -0.007
H 2.206 4.935 2.464 0.006 -0.011 -0.010
H 3.220 5.773 0.513 -0.010 -0.005 -0.010
H 3.249 6.125 -1.942 -0.007 -0.004 0.001
H 1.488 5.095 -3.346 0.001 -0.002 0.006
H -0.469 3.848 -3.607 0.007 -0.002 -0.003
H -1.580 3.695 -2.232 0.030 0.007 -0.016
H -0.428 2.427 -2.544 -0.007 0.012 0.018
N 4.394 -1.294 0.545 0.051 0.023 0.004
C 4.728 -0.990 1.938 -0.036 0.032 -0.012
C 3.541 -0.740 2.873 -0.004 -0.031 0.003
C 2.794 0.543 2.471 0.038 0.078 -0.096
O 3.245 1.608 2.937 -0.030 0.019 -0.045
O 1.830 0.420 1.660 0.485 -0.135 0.446
H 3.736 -0.601 0.196 0.008 -0.002 0.017
H 3.889 -2.173 0.495 -0.031 0.003 0.017
H 5.365 -0.101 1.955 0.000 0.013 -0.028
H 5.334 -1.816 2.324 0.001 -0.018 -0.010
H 3.920 -0.614 3.891 -0.024 0.002 0.008
H 2.871 -1.600 2.843 -0.009 -0.041 -0.030
S 6.118 1.204 -3.498 -0.090 -0.055 -0.074
C 4.461 1.311 -2.834 0.042 0.054 0.179
C 3.363 0.941 -3.593 -0.020 -0.017 0.032
C 2.112 0.962 -2.988 0.092 -0.042 0.093
N 1.926 1.336 -1.724 -0.005 0.103 -0.011
C 2.983 1.727 -1.012 -0.084 -0.048 -0.064
C 4.273 1.727 -1.523 0.032 0.024 -0.037
C 6.268 -0.574 -3.484 0.008 -0.001 -0.093
C 6.345 -1.279 -2.293 -0.070 0.005 -0.018
C 6.464 -2.659 -2.352 -0.011 0.004 -0.062
N 6.530 -3.355 -3.488 -0.012 0.031 0.004
C 6.436 -2.664 -4.622 0.018 -0.003 0.054
C 6.299 -1.285 -4.676 0.101 0.017 0.003
H 3.471 0.600 -4.614 -0.009 -0.004 0.012
H 1.234 0.637 -3.538 0.024 0.014 0.017
H 2.791 2.008 0.020 0.003 0.005 -0.035
H 5.111 2.016 -0.901 -0.012 -0.006 -0.014
H 6.263 -0.782 -1.336 -0.022 -0.023 0.038
H 6.500 -3.229 -1.431 0.007 -0.008 -0.002
H 6.461 -3.243 -5.541 0.007 0.001 0.020
H 6.212 -0.774 -5.626 -0.012 -0.009 0.016
C -5.530 -1.778 -1.855 0.030 -0.009 0.057
O -4.992 -2.818 -1.040 -0.130 0.062 -0.041
C -3.768 -3.303 -1.411 0.096 -0.017 0.064
C -3.236 -3.200 -2.684 0.039 -0.046 -0.032
C -1.977 -3.728 -2.950 -0.030 -0.031 -0.016
C -1.256 -4.358 -1.951 -0.037 -0.038 0.035
C -1.792 -4.470 -0.678 0.063 -0.103 -0.114
C -3.040 -3.944 -0.406 -0.063 0.013 0.055
N -3.657 -4.080 0.862 -0.028 0.068 -0.111
C -3.102 -4.244 2.064 0.006 0.036 0.054
C -1.848 -3.897 2.518 -0.009 -0.046 -0.036
C -1.431 -4.408 3.794 0.019 -0.013 0.028
C -0.237 -4.078 4.333 -0.004 0.007 -0.006
C 0.631 -3.177 3.625 -0.003 0.005 -0.037
C 0.271 -2.613 2.453 0.008 -0.012 0.054
C -1.034 -2.871 1.855 0.054 0.146 0.171
O -1.450 -2.206 0.906 0.059 0.018 0.046
H -5.859 -2.164 -2.823 -0.012 -0.020 -0.012
H -4.803 -0.980 -2.014 0.023 -0.006 -0.003
H -6.387 -1.383 -1.316 -0.009 0.003 0.016
H -3.766 -2.659 -3.454 0.025 -0.009 0.009
H -1.534 -3.584 -3.926 -0.014 -0.004 0.019
H -0.252 -4.709 -2.149 -0.016 0.008 -0.005
H -1.227 -4.941 0.118 -0.035 0.022 -0.049
H -4.663 -4.108 0.822 -0.008 -0.056 -0.027
H -3.775 -4.707 2.783 -0.011 0.015 0.002
H -2.102 -5.084 4.317 0.010 -0.002 -0.008
H 0.068 -4.473 5.294 -0.010 -0.010 -0.004
H 1.591 -2.924 4.063 -0.018 -0.010 0.008
H 0.904 -1.896 1.941 0.006 0.015 0.054
```
Positions in Å, forces in eV/Å.

Summary:
* total charge: -2
* HOMO level: -2.444 eV
* spin multiplicity: 1
* energy above the lowest of the compared OMol25 structures with the same formula, charge and spin: 30.4 kcal per mole